No. 1
{"formula": "C5H12P2S", "method": "ωB97M-V/def2-TZVPD", "orbital_gap_ev": [7.72, 6.02], "homo_ev": [-8.51, -7.90], "e_above_lowest_ev": 1.114, "e_tot_ha": -1278.54642, "elements": ["H", "H", "C", "C", "H", "H", "H", "H", "P", "C", "S", "P", "H", "H", "H", "C", "H", "H", "H", "C"], "coordinates": [[-0.1169, -0.8514, -3.3882], [1.0579, 0.4235, 2.7686], [-0.0870, -0.6932, 1.3225], [0.3931, 2.7619, 1.2188], [0.5826, 3.6973, 0.6886], [-0.6408, -2.0799, -0.2368], [2.0367, -0.6253, 1.7333], [0.9661, -1.3807, -0.4495], [1.6605, 1.5088, 0.6839], [1.1747, 0.0480, 1.7471], [3.4218, 2.0893, 1.5192], [-0.8340, 0.1121, -1.2661], [-0.5986, 2.3979, 0.9441], [0.4550, 2.9381, 2.2953], [-0.2003, -1.5583, 1.9779], [0.2687, -0.0677, -2.7323], [-0.9563, -0.0516, 1.4767], [0.2697, 0.8693, -3.2896], [1.2880, -0.3100, -2.4364], [-0.0587, -1.1565, -0.1407]], "mulliken_charge": [0.339, 0.453, -0.739, -0.983, 0.350, 0.433, 0.434, 0.391, 0.227, -0.796, -0.328, 0.056, 0.298, 0.321, 0.332, -0.943, 0.341, 0.326, 0.286, -0.795]}



No. 2
{"formula": "C9H16NSi", "method": "ωB97M-V/def2-TZVPD", "orbital_gap_ev": 8.17, "charge": 1, "homo_ev": -11.97, "e_above_lowest_ev": 0.000, "e_tot_ha": -696.44952, "elements": ["H", "C", "H", "C", "Si", "H", "C", "C", "H", "N", "C", "H", "H", "H", "H", "C", "C", "H", "H", "C", "H", "C", "H", "H", "H", "H", "H"], "coordinates": [[0.5118, 0.7749, 0.8005], [-2.4033, 0.4321, 0.9736], [3.2507, 0.7348, -1.6142], [1.6941, -1.1884, -0.4705], [-0.9068, -1.9752, 0.6439], [-0.9202, -3.2419, -0.0569], [-3.4385, 1.3033, 0.6975], [-4.3394, 1.0137, -0.3165], [4.2529, -0.3970, -0.6963], [2.3427, -0.0128, 0.1339], [-4.2021, -0.1530, -1.0525], [2.6480, -0.2872, 1.0737], [-3.5526, 2.2053, 1.2788], [-5.1509, 1.6926, -0.5256], [1.4422, -0.9774, -1.5033], [3.5455, 0.4254, -0.6125], [1.4007, 1.1084, 0.2681], [-1.7210, 0.6560, 1.7824], [-4.9126, -0.3930, -1.8298], [-2.2415, -0.7432, 0.2318], [1.0999, 1.4445, -0.7226], [-3.1602, -1.0205, -0.7862], [1.8624, 1.9387, 0.8035], [2.3266, -2.0606, -0.3888], [-0.3775, -1.8842, 1.9995], [-3.0621, -1.9294, -1.3617], [4.0268, 1.2628, -0.1077]], "mulliken_charge": [0.099, -0.273, 0.367, -1.076, 0.579, -0.077, -0.665, -0.371, 0.347, -0.036, -0.583, 0.346, 0.376, 0.406, 0.377, -0.862, -0.678, 0.390, 0.379, 0.537, 0.358, -0.401, 0.391, 0.423, -0.050, 0.339, 0.358]}